Density functional theory data (ωB97M-V with the def2-TZVPD basis set) for a molecular structure, C16H22CrN9S4.

The LUMO energy (spin up / spin down) comes out at -0.087 / -0.119 Ha. The expectation value of S² is 6.052. Its energy above the lowest of the compared OMol25 structures with the same formula, charge and spin is 0.0 kcal per mole. Its spin multiplicity is 5. Its total charge is +1. The molecular weight comes out at 520.68 g mol⁻¹. As for the HOMO-LUMO gap (spin up / spin down): 6.212 / 7.132 eV. As for the total energy: -102119.7846 eV.

Geometry (Å):
Cr (0.12, 0.14, 0.07)
S (-3.40, 3.46, 0.04)
S (3.82, 1.68, 2.54)
S (-1.14, -2.08, 3.95)
S (-0.60, 2.33, 0.63)
N (-0.34, -0.74, 1.92)
N (-1.72, 0.10, -0.72)
N (-2.66, 1.09, -0.60)
N (0.07, -1.79, -0.69)
N (-2.49, -1.68, 1.68)
N (3.00, 2.30, 0.03)
N (3.06, -0.57, -1.21)
N (1.83, 0.70, 1.29)
N (0.57, 0.88, -1.98)
C (1.49, 0.19, -2.94)
C (2.83, 0.54, 3.37)
C (0.95, -2.79, -0.48)
C (-2.03, -1.00, -1.43)
C (2.92, 0.17, -2.47)
C (-2.24, 2.15, -0.02)
C (0.66, -0.68, 2.90)
C (-1.07, -2.04, -1.41)
C (0.41, -1.34, 4.04)
C (2.80, 1.57, 1.16)
C (1.82, 0.15, 2.57)
C (-1.25, -3.30, -2.03)
C (-0.32, -4.28, -1.83)
C (-2.70, 4.59, 1.25)
C (0.81, -4.04, -1.01)
C (-1.37, -1.45, 2.36)
H (3.03, -1.57, -1.40)
H (1.55, -4.80, -0.81)
H (-3.42, 5.41, 1.33)
H (3.63, 3.09, 0.11)
H (3.04, 0.25, 4.39)
H (3.53, -0.23, -3.28)
H (0.81, 1.86, -1.95)
H (1.44, 0.67, -3.91)
H (1.81, -2.55, 0.14)
H (3.25, 1.20, -2.30)
H (1.03, -1.43, 4.92)
H (-2.59, 4.10, 2.22)
H (2.15, 2.52, -0.47)
H (3.96, -0.38, -0.79)
H (-0.45, -5.26, -2.30)
H (-1.74, 4.99, 0.92)
H (-2.13, -3.47, -2.63)
H (1.12, -0.84, -3.06)
H (-3.26, -2.16, 2.13)
H (-0.36, 0.86, -2.37)
H (-2.97, -1.07, -1.96)
H (-2.64, -1.26, 0.78)